{"formula": "C31H40FIrNO3", "method": "the ωB97M-V functional and the def2-TZVPD basis", "elements": ["Ir", "C", "C", "C", "C", "C", "C", "C", "C", "C", "C", "C", "C", "C", "C", "C", "C", "C", "H", "H", "H", "H", "H", "H", "H", "H", "H", "H", "H", "H", "H", "H", "H", "H", "H", "H", "H", "H", "H", "H", "H", "H", "H", "H", "H", "H", "H", "C", "C", "C", "C", "C", "C", "C", "F", "C", "C", "C", "O", "C", "C", "N", "C", "C", "O", "O", "H", "H", "H", "H", "H", "H", "H", "H", "H", "H", "H"], "positions_angstrom": [[0.411, 0.028, 0.189], [0.717, 0.854, 2.226], [1.928, 0.349, 1.647], [2.316, 1.341, 0.640], [1.374, 2.410, 0.725], [0.416, 2.158, 1.699], [-0.664, 3.067, 2.165], [-1.007, 4.130, 1.117], [-0.098, 3.757, 3.434], [-1.925, 2.270, 2.541], [3.391, 1.320, -0.461], [3.065, 0.185, -1.459], [4.805, 1.168, 0.122], [3.370, 2.639, -1.250], [2.661, -0.829, 2.302], [3.754, -0.225, 3.207], [1.687, -1.625, 3.187], [3.268, -1.838, 1.320], [0.222, 0.407, 3.075], [1.413, 3.310, 0.127], [-0.168, 4.806, 0.931], [-1.839, 4.735, 1.477], [-1.305, 3.669, 0.169], [0.811, 4.319, 3.203], [0.134, 3.028, 4.215], [-0.848, 4.451, 3.816], [-2.258, 1.659, 1.700], [-2.723, 2.965, 2.804], [-1.755, 1.616, 3.401], [3.286, -0.802, -1.061], [3.644, 0.317, -2.375], [2.012, 0.221, -1.765], [4.984, 0.195, 0.566], [4.985, 1.934, 0.881], [5.539, 1.307, -0.672], [2.421, 2.796, -1.771], [4.154, 2.608, -2.004], [3.573, 3.497, -0.603], [3.309, 0.430, 3.963], [4.482, 0.353, 2.639], [4.283, -1.029, 3.723], [1.371, -1.064, 4.071], [2.191, -2.519, 3.547], [0.807, -1.947, 2.623], [4.081, -1.430, 0.728], [2.501, -2.245, 0.656], [3.683, -2.669, 1.889], [-5.728, -4.348, -1.392], [-5.543, -3.946, 0.071], [-6.828, -3.519, 0.759], [-7.391, -2.257, 0.117], [-6.338, -1.181, 0.028], [-6.697, 0.143, -0.060], [-5.723, 1.134, -0.110], [-6.099, 2.405, -0.190], [-4.383, 0.839, -0.072], [-3.988, -0.489, 0.014], [-2.572, -0.820, 0.063], [-1.716, 0.135, 0.076], [-2.249, -2.189, 0.123], [-3.254, -3.130, 0.166], [-4.551, -2.825, 0.136], [-4.961, -1.509, 0.055], [-0.841, -2.710, 0.188], [-0.661, -3.839, 0.545], [0.114, -1.867, -0.215], [-6.473, -5.141, -1.454], [-4.793, -4.721, -1.809], [-6.061, -3.505, -2.000], [-5.106, -4.780, 0.614], [-6.629, -3.327, 1.816], [-7.543, -4.338, 0.703], [-8.241, -1.886, 0.688], [-7.769, -2.472, -0.886], [-7.745, 0.420, -0.080], [-3.642, 1.624, -0.134], [-2.984, -4.176, 0.238]], "forces_ev_per_angstrom": [[-1.529, 1.494, 2.199], [-0.335, -0.892, -0.372], [0.758, -0.884, 0.131], [0.245, -0.887, -0.928], [-0.300, -0.236, -0.824], [-0.618, -0.059, -0.189], [-0.428, 0.163, 0.107], [0.122, -0.102, -0.099], [0.228, -0.144, -0.080], [0.084, -0.137, -0.075], [0.100, 0.030, -0.064], [0.122, -0.038, 0.247], [-0.098, 0.064, 0.164], [-0.208, 0.093, 0.176], [0.208, -0.148, 0.147], [-0.107, 0.144, -0.032], [-0.128, 0.184, 0.014], [-0.055, 0.107, -0.106], [-0.089, -0.073, -0.160], [-0.095, -0.179, -0.095], [-0.069, -0.043, -0.003], [0.043, -0.015, -0.016], [-0.008, 0.061, 0.065], [-0.075, 0.020, 0.050], [-0.047, 0.080, -0.010], [0.023, -0.056, -0.024], [-0.019, 0.108, 0.148], [0.051, -0.018, 0.032], [-0.020, 0.061, -0.042], [-0.050, -0.015, -0.014], [0.021, 0.026, 0.061], [-0.070, 0.026, -0.173], [0.013, 0.028, 0.001], [0.069, -0.036, -0.068], [-0.055, 0.006, -0.022], [0.077, 0.003, 0.020], [-0.001, -0.018, -0.001], [-0.013, -0.032, -0.082], [0.077, -0.064, -0.028], [-0.008, -0.050, 0.071], [-0.052, 0.030, -0.021], [0.000, -0.040, -0.083], [-0.005, 0.010, -0.014], [0.022, -0.061, 0.066], [-0.036, -0.029, -0.013], [0.063, -0.043, 0.003], [-0.013, 0.021, 0.020], [-0.011, 0.056, 0.119], [-0.140, 0.021, -0.315], [0.077, 0.226, 0.063], [0.019, -0.037, -0.109], [0.032, -0.191, 0.061], [-0.110, -0.087, 0.043], [0.468, -0.045, -0.027], [-0.104, 0.113, -0.014], [-0.285, 0.628, -0.100], [0.508, -0.318, 0.044], [-0.671, -1.348, 0.075], [1.575, 0.893, -0.312], [0.665, 0.974, -0.020], [-0.875, -0.030, 0.036], [0.732, -0.621, 0.069], [-0.127, 0.300, -0.003], [-1.701, -0.271, 0.508], [0.862, 0.229, -0.278], [1.252, 1.122, -0.016], [0.033, 0.024, -0.034], [-0.025, -0.008, -0.015], [-0.002, -0.051, 0.011], [0.151, 0.033, 0.111], [0.004, -0.070, -0.007], [-0.013, -0.012, -0.004], [0.017, 0.021, 0.016], [0.011, -0.004, 0.014], [0.070, 0.042, 0.005], [-0.107, -0.005, 0.018], [-0.095, -0.042, -0.027]], "charge": 2, "e_tot_ev": -45970.0184, "homo_ev": [-14.10, -14.09], "spin_multiplicity": 2, "e_lumo_ev": [-8.5, -9.0], "gap_ev": [5.590, 5.108]}

=====

{"formula": "C13H49BIN20O11", "method": "the ωB97M-V functional and the def2-TZVPD basis", "elements": ["C", "C", "C", "O", "B", "I", "H", "H", "H", "H", "H", "H", "H", "H", "H", "C", "O", "N", "N", "H", "H", "H", "H", "C", "O", "N", "N", "H", "H", "H", "H", "C", "O", "N", "N", "H", "H", "H", "H", "C", "O", "N", "N", "H", "H", "H", "H", "C", "O", "N", "N", "H", "H", "H", "H", "C", "O", "N", "N", "H", "H", "H", "H", "C", "O", "N", "N", "H", "H", "H", "H", "C", "O", "N", "N", "H", "H", "H", "H", "C", "O", "N", "N", "H", "H", "H", "H", "C", "O", "N", "N", "H", "H", "H", "H"], "positions_angstrom": [[4.165, 3.731, 1.219], [3.555, 5.070, 2.012], [2.468, 5.915, 1.119], [1.066, 5.772, 1.547], [0.619, 4.365, 1.549], [-1.563, 4.116, 1.221], [3.754, 3.733, 0.099], [5.350, 3.768, 1.243], [3.738, 2.754, 1.756], [4.503, 5.781, 2.156], [3.168, 4.820, 3.092], [2.740, 7.067, 1.276], [2.608, 5.717, -0.032], [0.901, 3.926, 2.627], [1.252, 3.771, 0.731], [4.962, 0.642, 3.602], [5.258, 1.287, 2.609], [3.936, 0.974, 4.406], [5.637, -0.457, 3.983], [3.677, 0.456, 5.228], [3.402, 1.796, 4.155], [6.418, -0.742, 3.406], [5.409, -1.001, 4.798], [7.923, 5.826, 0.561], [6.710, 5.714, 0.639], [8.692, 4.954, -0.116], [8.600, 6.832, 1.144], [9.692, 5.030, -0.192], [8.222, 4.182, -0.570], [8.059, 7.511, 1.664], [9.599, 6.941, 1.091], [-1.090, -0.500, -1.023], [-0.918, -1.336, -1.896], [-1.376, -0.826, 0.251], [-1.009, 0.823, -1.256], [-1.520, -0.152, 0.983], [-1.446, -1.811, 0.469], [-0.796, 1.111, -2.202], [-1.147, 1.526, -0.550], [-2.507, -4.561, 0.103], [-2.138, -3.817, 0.998], [-3.292, -5.631, 0.324], [-2.161, -4.379, -1.184], [-3.606, -6.255, -0.399], [-3.575, -5.804, 1.280], [-1.570, -3.585, -1.394], [-2.454, -4.981, -1.935], [-5.676, -2.288, -1.531], [-6.550, -2.672, -0.770], [-5.808, -1.189, -2.295], [-4.503, -2.931, -1.673], [-5.099, -0.857, -2.927], [-6.676, -0.676, -2.218], [-4.363, -3.763, -1.116], [-3.771, -2.630, -2.295], [-1.990, -8.576, -1.792], [-3.203, -8.688, -1.714], [-1.222, -9.449, -2.469], [-1.313, -7.571, -1.209], [-0.221, -9.373, -2.545], [-1.692, -10.221, -2.923], [-1.854, -6.892, -0.689], [-0.315, -7.462, -1.262], [-3.573, 6.188, 5.118], [-4.272, 6.882, 5.840], [-3.558, 4.845, 5.192], [-2.754, 6.706, 4.185], [-2.989, 4.258, 4.607], [-4.160, 4.415, 5.882], [-2.735, 7.713, 4.096], [-2.170, 6.151, 3.581], [-7.689, 1.216, -4.410], [-6.776, 1.622, -3.709], [-7.824, -0.078, -4.752], [-8.643, 2.027, -4.903], [-8.570, -0.431, -5.328], [-7.128, -0.722, -4.401], [-8.578, 3.009, -4.670], [-9.402, 1.711, -5.482], [2.378, -3.031, 0.736], [2.333, -4.118, 0.182], [1.314, -2.483, 1.349], [3.497, -2.285, 0.783], [1.332, -1.589, 1.810], [0.452, -3.012, 1.337], [4.321, -2.661, 0.334], [3.553, -1.388, 1.234], [1.368, -3.382, -4.090], [1.061, -2.579, -4.956], [1.193, -3.139, -2.778], [1.908, -4.582, -4.368], [1.439, -3.788, -2.050], [0.789, -2.247, -2.525], [2.057, -4.805, -5.344], [2.167, -5.257, -3.669]], "forces_ev_per_angstrom": [[-0.992, 0.084, 0.445], [1.440, 0.263, -0.683], [-0.043, 1.177, 0.732], [1.669, 0.303, -0.993], [2.322, 0.844, 0.478], [-0.840, -0.076, -0.082], [1.051, 0.030, 2.427], [-2.702, -0.298, -0.083], [1.188, 2.220, -1.455], [-2.089, -1.401, -0.291], [0.462, 0.444, -2.258], [-0.717, -2.336, -0.303], [-0.292, -0.017, 2.130], [-0.481, -0.640, 0.576], [-0.308, -0.570, -0.661], [0.103, 0.784, -0.772], [0.194, -0.492, 0.209], [-1.150, 0.621, 0.573], [1.122, -1.402, 0.124], [0.056, 0.113, -0.174], [0.110, -0.206, 0.076], [-0.319, 0.116, 0.263], [0.034, 0.106, -0.160], [-1.307, -0.167, 0.066], [0.374, 0.132, -0.052], [0.592, -1.232, -0.918], [0.486, 1.393, 0.859], [-0.223, -0.012, 0.027], [0.169, 0.286, 0.192], [0.214, -0.280, -0.207], [-0.214, -0.032, 0.010], [-0.109, 1.125, 0.683], [0.039, -1.125, -0.750], [-0.097, -0.784, 0.817], [0.173, 0.502, -0.853], [-0.031, 0.045, -0.200], [-0.232, 0.134, 0.090], [-0.065, -0.047, 0.395], [0.009, 0.144, 0.076], [0.451, 0.428, -0.139], [0.263, 0.285, 0.386], [-0.764, -0.975, 0.778], [0.784, 0.179, -0.676], [-0.267, 0.014, 0.019], [0.020, 0.038, -0.362], [0.026, 0.111, -0.184], [0.064, 0.031, 0.081], [-0.342, -0.228, 0.365], [-0.208, -0.110, 0.123], [-0.731, 0.986, -0.830], [0.598, -0.939, 0.078], [-0.035, 0.131, 0.238], [0.456, 0.062, 0.077], [-0.163, 0.567, -0.289], [-0.020, 0.044, 0.213], [-0.328, 0.113, 0.168], [-0.338, 0.098, 0.038], [0.400, -1.255, -0.870], [0.256, 0.950, 0.517], [-0.214, 0.012, 0.032], [0.216, 0.307, 0.170], [0.501, -0.307, 0.014], [-0.169, 0.031, 0.021], [0.000, 0.453, -0.051], [-0.348, 0.231, 0.372], [-0.328, -1.466, 0.549], [0.524, 0.927, -0.539], [-0.035, 0.129, -0.081], [0.259, 0.202, -0.322], [0.005, -0.461, 0.023], [-0.009, -0.057, -0.121], [0.641, 0.268, 0.447], [0.001, -0.091, 0.029], [0.186, -1.457, -0.187], [-0.868, 1.283, -0.355], [0.150, 0.076, 0.135], [-0.278, 0.114, -0.147], [-0.037, -0.389, -0.092], [0.167, 0.052, 0.129], [-0.149, 0.150, 0.094], [-0.045, -0.642, -0.454], [-1.047, -0.067, 0.457], [1.349, 0.226, -0.160], [-0.012, -0.093, -0.180], [0.156, 0.194, 0.013], [-0.346, 0.228, 0.159], [-0.009, -0.046, -0.112], [-0.429, 1.025, 0.302], [0.043, -0.038, -0.389], [-0.142, 0.342, 0.679], [0.689, -1.632, -0.993], [0.125, 0.085, 0.080], [-0.185, -0.172, 0.040], [-0.055, 0.087, 0.426], [-0.028, 0.216, -0.079]], "charge": -1, "e_tot_ev": -75389.5532, "homo_ev": -4.71, "spin_multiplicity": 1, "e_lumo_ev": 1.6, "gap_ev": 6.342}

=====

Question: Which of these has the highest charge?
Answer: C31H40FIrNO3

=====

Question: Among the records above, which one has the highest charge?
Answer: C31H40FIrNO3